[1]
{
  "formula": "C5H10O2",
  "method": "wB97M-V/def2-TZVPD",
  "elements": ["O", "C", "C", "C", "C", "O", "C", "H", "H", "H", "H", "H", "H", "H", "H", "H", "H"],
  "xyz": [[2.0100, 0.8417, -0.1697], [1.2525, -0.3152, -0.0322], [-0.0240, -0.2707, 0.7716], [-0.6093, 1.1183, 1.0098], [-1.3715, 1.3612, -0.2958], [-0.5867, 0.7165, -1.3033], [-0.0754, -0.4542, -0.7218], [1.9021, 1.1523, -1.0771], [1.8493, -1.2228, 0.0646], [-0.2487, -1.0805, 1.4592], [-1.2544, 1.1527, 1.8918], [0.1930, 1.8535, 1.1272], [-1.4839, 2.4116, -0.5768], [-2.3681, 0.8949, -0.2514], [-0.3689, -1.3765, -1.2167], [0.9513, -3.3274, -0.4095], [0.2328, -3.4553, -0.2697]],
  "forces_ev_per_a": [[-0.003, 0.080, -0.221], [0.003, -0.296, 0.089], [-0.056, -0.048, 0.165], [0.013, 0.056, 0.014], [-0.123, 0.192, 0.124], [0.023, -0.011, -0.040], [-0.001, -0.225, -0.083], [-0.021, 0.078, 0.093], [-0.111, 0.174, -0.015], [0.055, 0.129, -0.128], [0.066, -0.046, -0.145], [-0.135, -0.084, 0.025], [0.063, -0.129, 0.048], [0.142, 0.069, -0.040], [0.078, 0.160, 0.097], [-0.061, -0.064, 0.013], [0.068, -0.037, 0.004]],
  "relative_energy_kj_mol": 324.57,
  "fmax_ev_per_a": 0.3,
  "e_tot_ha": -346.90181,
  "smiles": "O[C@H]1[C@H]2CCO[C@@H]12.[H][H]",
  "lumo_energy_ev": 0.99,
  "homo_lumo_gap_ev": 10.47
}

=====

[2]
{
  "formula": "C28H26F3NO4",
  "method": "wB97M-V/def2-TZVPD",
  "elements": ["O", "C", "N", "C", "C", "C", "C", "C", "C", "C", "C", "C", "C", "C", "C", "C", "C", "C", "F", "F", "F", "C", "C", "C", "C", "O", "C", "C", "C", "C", "C", "C", "O", "C", "C", "O", "H", "H", "H", "H", "H", "H", "H", "H", "H", "H", "H", "H", "H", "H", "H", "H", "H", "H", "H", "H", "H", "H", "H", "H", "H", "H"],
  "xyz": [[-1.4730, -2.1899, 2.2769], [-1.4883, -1.6949, 1.1655], [-2.4941, -0.9383, 0.6902], [-3.6544, -0.6130, 1.4820], [-4.9391, -0.6395, 0.6965], [-6.0897, -1.1683, 1.2675], [-7.2896, -1.1561, 0.5783], [-7.3550, -0.6177, -0.6955], [-6.2136, -0.0919, -1.2752], [-5.0142, -0.0993, -0.5831], [-0.3597, -1.8710, 0.2018], [0.7544, -2.5024, 0.5706], [1.9134, -2.6982, -0.3549], [3.0513, -1.7392, -0.0714], [4.2523, -1.8848, -0.7565], [5.2979, -1.0058, -0.5517], [5.1500, 0.0306, 0.3598], [6.2556, 1.0237, 0.5616], [7.4648, 0.5445, 0.2318], [6.3498, 1.4497, 1.8322], [6.0804, 2.1347, -0.1867], [3.9639, 0.1777, 1.0658], [2.9262, -0.7091, 0.8517], [1.3989, -2.5385, -1.7941], [0.5385, -1.2793, -1.8995], [1.3473, -0.1778, -1.6352], [0.8334, 1.0731, -2.0603], [-0.3432, 1.5681, -1.2589], [-1.5160, 1.9667, -1.8845], [-2.5679, 2.4776, -1.1443], [-2.4762, 2.5787, 0.2373], [-3.6139, 3.1755, 1.0314], [-4.8745, 3.0409, 0.4246], [-1.3131, 2.1502, 0.8668], [-0.2547, 1.6607, 0.1254], [-0.5848, -1.3359, -1.0442], [-2.3885, -0.5318, -0.2258], [-3.6860, -1.3379, 2.3001], [-3.5273, 0.3853, 1.9269], [-6.0430, -1.5925, 2.2597], [-8.1750, -1.5711, 1.0361], [-8.2901, -0.6090, -1.2345], [-6.2553, 0.3295, -2.2685], [-4.1323, 0.3153, -1.0517], [0.8137, -2.8783, 1.5790], [2.3002, -3.7176, -0.2366], [4.3755, -2.6952, -1.4599], [6.2258, -1.1222, -1.0905], [3.8602, 0.9810, 1.7796], [2.0063, -0.5982, 1.4044], [0.7793, -3.3964, -2.0596], [2.2210, -2.4526, -2.5022], [0.0968, -1.1946, -2.9093], [1.6770, 1.7606, -1.9435], [0.5648, 1.0168, -3.1256], [-1.6026, 1.8969, -2.9598], [-3.4682, 2.8166, -1.6365], [-3.4534, 4.2559, 1.1238], [-3.6217, 2.7541, 2.0487], [-5.0709, 2.1030, 0.3008], [-1.2299, 2.2173, 1.9421], [0.6553, 1.3452, 0.6136]],
  "forces_ev_per_a": [[0.071, -0.093, 0.185], [-0.126, 0.124, -0.082], [-0.237, 0.084, -0.298], [0.068, -0.029, 0.285], [0.029, -0.013, 0.038], [0.066, 0.049, 0.000], [-0.059, -0.011, 0.010], [-0.071, 0.001, -0.029], [-0.022, 0.050, -0.076], [0.039, -0.106, 0.009], [0.537, -0.310, -0.002], [-0.209, 0.023, -0.166], [-0.143, 0.055, -0.238], [0.241, -0.055, 0.191], [-0.071, 0.024, 0.093], [0.037, 0.154, 0.099], [0.081, 0.030, 0.018], [0.175, 0.264, -0.018], [0.051, -0.251, -0.106], [-0.161, -0.065, 0.191], [-0.149, 0.032, -0.116], [0.172, -0.023, -0.079], [0.114, -0.052, 0.021], [-0.177, 0.293, 0.179], [0.183, -0.271, -0.801], [-0.076, -0.154, 0.092], [0.017, 0.129, -0.098], [0.013, -0.010, -0.039], [0.203, -0.038, 0.030], [-0.088, 0.110, 0.110], [-0.149, -0.020, -0.059], [0.138, 0.153, 0.283], [-0.245, -0.046, -0.187], [-0.001, 0.075, -0.065], [0.033, 0.089, -0.095], [-0.140, -0.192, 0.372], [0.102, 0.008, 0.025], [-0.043, 0.172, -0.076], [-0.001, -0.123, 0.039], [0.017, -0.058, 0.110], [-0.077, -0.040, 0.039], [-0.082, -0.002, -0.046], [-0.007, 0.038, -0.092], [0.057, 0.032, -0.059], [-0.133, 0.035, 0.154], [-0.058, 0.089, -0.011], [-0.005, -0.109, -0.098], [0.073, -0.017, -0.029], [-0.013, 0.055, 0.079], [-0.091, 0.035, 0.031], [0.015, 0.009, -0.033], [-0.026, -0.035, -0.053], [0.108, 0.034, 0.271], [-0.122, -0.044, -0.110], [0.049, 0.056, 0.104], [0.009, -0.023, -0.121], [-0.085, 0.000, -0.029], [-0.002, -0.133, 0.079], [0.083, 0.088, -0.111], [-0.021, 0.023, 0.040], [-0.006, -0.022, 0.151], [0.114, -0.069, 0.096]],
  "relative_energy_kj_mol": 8.12,
  "fmax_ev_per_a": 0.9,
  "e_tot_ha": -1737.93568,
  "smiles": "O=C(NCc1ccccc1)C1=C[C@H](c2ccc(C(F)(F)F)cc2)C[C@H](OCc2ccc(CO)cc2)O1",
  "lumo_energy_ev": 0.56,
  "homo_lumo_gap_ev": 9.72
}

=====

[3]
{
  "formula": "C15H19IN7OSY",
  "method": "wB97M-V/def2-TZVPD",
  "elements": ["Y", "N", "C", "S", "N", "N", "C", "C", "C", "C", "C", "C", "C", "C", "C", "C", "C", "C", "N", "H", "H", "H", "H", "H", "H", "H", "H", "H", "H", "H", "N", "N", "H", "H", "H", "H", "N", "C", "O", "C", "I", "H", "H", "H", "H"],
  "xyz": [[0.7300, -0.6613, -1.6607], [-0.2416, -4.2071, 1.0153], [-0.0159, -3.0583, 0.3666], [1.0171, -3.1631, -1.0613], [-0.5976, -2.0005, 0.8920], [-0.3951, -0.8125, 0.2344], [-0.9428, 0.2458, 0.7484], [-1.7574, 0.2351, 1.9827], [-3.0583, 0.7355, 1.9487], [-3.8386, 0.7301, 3.0950], [-3.3106, 0.2500, 4.2860], [-2.0085, -0.2327, 4.3284], [-1.2369, -0.2530, 3.1792], [-0.7300, 1.5314, 0.0090], [-1.0871, 2.7458, 0.5577], [-0.9007, 3.9028, -0.1872], [-0.3448, 3.8232, -1.4528], [0.0434, 2.5838, -1.9131], [-0.1423, 1.4616, -1.2065], [0.1193, -5.0746, 0.6625], [-0.8723, -4.2103, 1.8006], [-3.4719, 1.1188, 1.0207], [-4.8546, 1.1029, 3.0591], [-3.9148, 0.2533, 5.1844], [-1.5965, -0.6001, 5.2596], [-0.2306, -0.6495, 3.2084], [-1.5182, 2.7824, 1.5474], [-1.1907, 4.8619, 0.2232], [-0.1967, 4.7010, -2.0671], [0.5088, 2.4740, -2.8850], [-0.4743, -1.4367, -3.7303], [-0.2969, -0.0725, -4.1849], [-0.2248, -2.1205, -4.4363], [-1.4603, -1.5852, -3.5401], [-1.0739, 0.2220, -4.7668], [0.5191, -0.0554, -4.7854], [4.4978, -1.0610, 0.6066], [3.8493, -0.5643, -0.4275], [2.6460, -0.2626, -0.3618], [4.6525, -0.3226, -1.6813], [3.4407, -0.5718, -3.4096], [4.0036, -1.2058, 1.4755], [5.4759, -1.2962, 0.5668], [5.4950, -0.9939, -1.7948], [4.9861, 0.7101, -1.7058]],
  "forces_ev_per_a": [[1.235, 0.111, -1.807], [0.087, -0.022, -0.146], [-0.097, 0.099, 0.170], [-0.239, -0.293, 0.358], [0.018, 0.118, -0.102], [-0.635, -0.434, 1.104], [-0.121, 0.169, -0.007], [0.057, 0.107, -0.038], [-0.080, 0.043, -0.058], [0.017, -0.020, 0.003], [-0.029, 0.018, 0.002], [-0.001, 0.010, 0.004], [0.058, -0.043, 0.020], [0.040, -0.284, 0.156], [-0.137, 0.239, 0.061], [-0.044, 0.079, 0.081], [0.055, 0.155, 0.026], [-0.044, -0.207, 0.034], [-0.289, 0.222, 0.279], [0.007, -0.024, 0.001], [0.001, 0.012, 0.010], [0.018, -0.038, 0.051], [0.052, -0.021, -0.001], [0.022, 0.002, -0.032], [-0.016, 0.009, -0.033], [-0.021, 0.012, -0.003], [0.013, 0.025, -0.018], [0.002, -0.029, -0.010], [-0.003, -0.027, 0.048], [0.000, -0.038, -0.015], [0.140, 0.035, 0.242], [0.217, -0.025, 0.164], [0.039, -0.116, -0.089], [-0.082, -0.009, 0.090], [-0.111, 0.122, 0.008], [0.043, 0.029, -0.107], [0.025, -0.010, 0.031], [-0.030, 0.003, 0.082], [-0.388, 0.058, -0.355], [-0.111, -0.006, -0.061], [0.159, -0.063, -0.220], [0.001, 0.011, 0.007], [0.024, -0.016, 0.008], [0.076, -0.041, 0.026], [0.074, 0.077, 0.032]],
  "fmax_ev_per_a": 2.2,
  "e_tot_ha": -1775.38080,
  "lumo_energy_ev": -6.36,
  "homo_lumo_gap_ev": 7.13,
  "total_charge": 2
}

=====

[4]
{
  "formula": "C46H41AsNO8P2SV",
  "method": "wB97M-V/def2-TZVPD",
  "elements": ["V", "C", "N", "C", "P", "C", "C", "C", "C", "C", "C", "C", "C", "C", "C", "C", "C", "C", "C", "C", "C", "C", "C", "P", "C", "C", "C", "C", "C", "C", "C", "C", "C", "C", "C", "C", "H", "H", "H", "H", "H", "H", "H", "H", "H", "H", "H", "H", "H", "H", "H", "H", "H", "H", "H", "H", "H", "H", "H", "H", "H", "H", "H", "H", "H", "O", "As", "O", "O", "C", "C", "C", "C", "C", "C", "S", "O", "O", "O", "H", "H", "H", "H", "H", "C", "C", "O", "C", "C", "C", "C", "C", "C", "O", "H", "H", "H", "H", "H", "H", "H"],
  "xyz": [[0.6203, 0.1056, -0.6932], [-1.9070, 0.7881, 2.2085], [-2.1295, -0.6354, 2.4249], [-2.6043, -1.2950, 1.2252], [-1.2809, -1.4605, -0.0914], [-0.8343, -3.2106, 0.2082], [0.4693, -3.5090, 0.5894], [0.8352, -4.8131, 0.8861], [-0.0976, -5.8353, 0.7975], [-1.4024, -5.5480, 0.4217], [-1.7681, -4.2421, 0.1364], [-2.3470, -1.4993, -1.5803], [-3.2008, -0.4230, -1.8083], [-3.9025, -0.3134, -2.9995], [-3.7454, -1.2731, -3.9881], [-2.8808, -2.3385, -3.7779], [-2.1843, -2.4523, -2.5846], [-2.7015, -0.9983, 3.6586], [-3.8091, -1.8433, 3.7659], [-4.3083, -2.2016, 5.0111], [-3.7352, -1.7207, 6.1745], [-2.6409, -0.8701, 6.0761], [-2.1263, -0.5167, 4.8435], [-0.3283, 1.2196, 1.3180], [-0.7046, 3.0105, 1.1962], [-0.8402, 3.5696, -0.0719], [-1.1935, 4.9040, -0.2162], [-1.4173, 5.6943, 0.9021], [-1.2968, 5.1426, 2.1701], [-0.9495, 3.8067, 2.3135], [0.8784, 1.0952, 2.6914], [1.0058, -0.1408, 3.3241], [1.9653, -0.3377, 4.3064], [2.8322, 0.6893, 4.6497], [2.7320, 1.9138, 4.0033], [1.7613, 2.1156, 3.0335], [-1.9162, 1.3159, 3.1604], [-2.7348, 1.2083, 1.6139], [-3.4900, -0.7925, 0.8094], [-2.8915, -2.3144, 1.4681], [1.2076, -2.7162, 0.6266], [1.8576, -5.0312, 1.1672], [0.1948, -6.8558, 1.0116], [-2.1342, -6.3425, 0.3420], [-2.7883, -4.0290, -0.1646], [-3.2903, 0.3700, -1.0737], [-4.5500, 0.5394, -3.1625], [-4.2757, -1.1783, -4.9277], [-2.7232, -3.0781, -4.5533], [-1.4767, -3.2627, -2.4595], [-4.3000, -2.2178, 2.8796], [-5.1671, -2.8601, 5.0604], [-4.1289, -2.0019, 7.1425], [-2.1656, -0.4885, 6.9717], [-1.2467, 0.1115, 4.7913], [-0.6357, 2.9652, -0.9468], [-1.2783, 5.3248, -1.2104], [-1.6832, 6.7381, 0.7870], [-1.4704, 5.7496, 3.0503], [-0.8560, 3.3896, 3.3102], [0.3584, -0.9635, 3.0420], [2.0439, -1.3055, 4.7864], [3.5953, 0.5300, 5.4015], [3.4221, 2.7146, 4.2393], [1.7216, 3.0649, 2.5164], [3.0157, -2.0802, -2.7472], [1.3249, -2.3088, -3.0855], [1.0048, -3.8576, -3.4551], [0.5238, -1.6483, -1.7605], [0.7108, -1.2222, -4.5815], [0.3554, -1.9815, -5.6956], [-0.2685, -1.4061, -6.7924], [-0.5628, -0.0524, -6.7826], [-0.2137, 0.7157, -5.6827], [0.4180, 0.1379, -4.5897], [0.8170, 1.2584, -3.2580], [1.2174, 2.4828, -3.8888], [-0.3670, 1.3263, -2.3673], [1.8544, 0.5739, -2.4544], [3.0882, -1.4689, -1.9919], [0.5523, -3.0463, -5.6664], [-0.5304, -2.0185, -7.6464], [-1.0550, 0.4128, -7.6276], [-0.4134, 1.7790, -5.6722], [5.3150, -0.1074, -1.5118], [4.1215, 0.4066, -0.7307], [3.3082, -0.4089, -0.3091], [4.0052, 1.8529, -0.5099], [5.1438, 2.6648, -0.6263], [5.1071, 4.0225, -0.3996], [3.8818, 4.6073, -0.0650], [2.7414, 3.8511, 0.0385], [2.7537, 2.4476, -0.1780], [1.6552, 1.7870, -0.0561], [5.2175, -1.1823, -1.6417], [6.2472, 0.1014, -0.9848], [5.3639, 0.3801, -2.4859], [6.0892, 2.2118, -0.8940], [6.0040, 4.6216, -0.4842], [3.8223, 5.6770, 0.1054], [1.7890, 4.3103, 0.2753]],
  "forces_ev_per_a": [[0.164, 0.248, -0.473], [0.009, 0.013, 0.037], [-0.006, -0.032, -0.008], [-0.103, -0.044, -0.038], [-0.040, -0.011, -0.087], [0.006, -0.014, 0.106], [0.005, 0.033, -0.023], [0.021, -0.033, -0.002], [0.016, 0.003, 0.008], [0.004, -0.025, 0.006], [-0.004, 0.030, -0.028], [0.025, -0.036, 0.006], [-0.030, 0.023, -0.023], [-0.005, 0.021, 0.010], [0.007, 0.002, -0.023], [-0.006, -0.013, -0.019], [-0.007, -0.023, 0.041], [0.012, 0.018, 0.003], [0.034, 0.024, -0.039], [-0.030, -0.028, -0.004], [-0.012, 0.001, 0.043], [0.033, 0.016, 0.016], [-0.013, -0.017, -0.017], [-0.001, 0.153, 0.165], [-0.075, -0.028, 0.009], [0.071, 0.019, -0.026], [-0.010, 0.007, -0.010], [-0.010, 0.014, -0.009], [-0.004, -0.009, 0.025], [0.016, -0.021, 0.033], [-0.033, -0.001, -0.038], [0.017, -0.057, 0.087], [-0.007, -0.034, -0.013], [0.020, 0.036, -0.006], [0.019, -0.031, 0.032], [0.004, 0.020, -0.040], [-0.003, -0.039, -0.013], [0.038, 0.005, -0.029], [0.033, 0.026, 0.009], [-0.007, 0.013, -0.006], [-0.004, 0.004, 0.008], [-0.002, -0.003, 0.002], [-0.010, -0.002, 0.002], [0.002, 0.000, 0.003], [0.002, 0.010, -0.019], [0.016, -0.008, 0.013], [0.000, -0.005, -0.006], [-0.004, -0.006, 0.000], [-0.004, 0.008, -0.005], [-0.021, -0.023, 0.019], [-0.005, -0.002, 0.005], [0.001, 0.002, 0.006], [-0.004, -0.003, -0.006], [-0.010, -0.005, 0.003], [0.003, 0.004, 0.000], [-0.032, -0.012, 0.005], [-0.007, 0.010, 0.007], [0.001, -0.001, 0.004], [-0.005, 0.010, -0.009], [0.038, -0.008, -0.002], [-0.018, 0.017, -0.029], [0.012, 0.007, 0.011], [-0.004, 0.006, 0.006], [0.003, -0.004, 0.010], [-0.055, 0.017, -0.008], [0.260, -0.058, -0.105], [-0.368, 0.511, 0.101], [-0.003, -0.185, -0.030], [0.249, 0.141, 0.462], [0.000, -0.200, -0.141], [0.003, -0.045, -0.031], [0.020, -0.014, 0.038], [0.027, 0.043, 0.055], [-0.045, 0.053, -0.118], [-0.011, 0.159, 0.021], [0.120, -0.571, 0.627], [-0.159, 0.121, 0.064], [-0.085, -0.020, -0.167], [0.264, 0.155, -0.484], [-0.048, -0.002, 0.020], [0.017, 0.005, 0.012], [-0.005, -0.004, 0.002], [-0.003, -0.009, -0.001], [0.012, -0.005, 0.029], [0.012, -0.002, 0.030], [0.138, 0.057, 0.117], [-0.313, -0.199, -0.100], [-0.054, 0.036, 0.006], [-0.026, 0.039, -0.035], [0.010, -0.030, 0.001], [-0.033, 0.045, 0.002], [-0.008, -0.013, -0.023], [0.206, -0.117, 0.055], [-0.237, -0.094, -0.081], [0.013, 0.011, -0.014], [-0.009, -0.006, 0.017], [-0.007, -0.002, -0.012], [0.002, -0.017, 0.002], [0.000, -0.003, -0.005], [0.015, -0.004, 0.006], [0.006, -0.014, 0.000]],
  "s_squared": 0.857,
  "relative_energy_kj_mol": 0.00,
  "fmax_ev_per_a": 0.9,
  "e_tot_ha": -6695.03266,
  "lumo_energy_ev": [2.45, 2.45],
  "homo_lumo_gap_ev": [6.92, 5.98],
  "spin_multiplicity": 2,
  "total_charge": -1
}